i.
{
  "formula": "C3H12N4",
  "method": "ωB97M-V with the def2-TZVPD basis set",
  "multiplicity": 1,
  "gap_ev": [7.545, 7.548],
  "total_charge": 2,
  "species": ["C", "C", "C", "N", "N", "N", "N", "H", "H", "H", "H", "H", "H", "H", "H", "H", "H", "H", "H"],
  "positions_angstrom": [[-0.539, -0.650, 0.457], [-0.163, -2.046, 0.235], [0.920, 1.566, 0.596], [-1.345, -0.162, -0.486], [1.063, 0.264, 0.228], [-1.647, 1.196, -0.274], [1.842, -0.087, -0.763], [-0.549, -0.301, 1.429], [-0.018, -2.250, -0.826], [-1.050, -2.530, 0.558], [0.501, -2.472, 0.968], [-0.035, 1.935, 0.191], [0.624, 1.520, 1.679], [1.781, 2.138, 0.415], [-1.115, -0.248, -1.530], [-1.946, 1.575, -1.202], [-2.413, 1.357, 0.399], [2.522, 0.541, -1.090], [2.000, -1.099, -0.846]],
  "nbo_charge": [0.237, -0.712, -0.510, -0.318, 0.105, -0.615, -0.370, 0.245, 0.245, 0.308, 0.288, 0.345, 0.299, 0.272, 0.442, 0.422, 0.432, 0.434, 0.450]
}

=====

ii.
{
  "formula": "C3H12N4",
  "method": "ωB97M-V with the def2-TZVPD basis set",
  "smiles": "C[NH2+]/N=C(\\N)C[NH3+]",
  "multiplicity": 1,
  "gap_ev": 11.483,
  "total_charge": 2,
  "species": ["C", "N", "N", "C", "N", "C", "N", "H", "H", "H", "H", "H", "H", "H", "H", "H", "H", "H", "H"],
  "positions_angstrom": [[0.591, -0.567, -2.663], [0.567, 0.383, -1.547], [0.230, -0.185, -0.338], [-0.121, 0.599, 0.642], [-0.225, 1.906, 0.490], [-0.479, -0.018, 1.990], [-0.543, -1.576, 1.856], [-0.327, -1.089, -2.742], [0.653, 0.135, -3.517], [1.370, -1.271, -2.375], [1.545, 0.701, -1.570], [0.261, 1.464, -1.750], [-0.512, 2.424, 1.239], [-0.134, 2.374, -0.392], [-1.474, 0.369, 2.267], [0.147, 0.373, 2.782], [-0.819, -2.034, 0.968], [-1.155, -2.013, 2.614], [0.426, -1.975, 2.046]],
  "nbo_charge": [-0.398, -0.364, -0.407, 0.461, -0.734, -0.266, -0.704, 0.245, 0.252, 0.252, 0.434, 0.406, 0.426, 0.405, 0.274, 0.289, 0.482, 0.478, 0.470]
}

=====

iii.
{
  "formula": "C3H12N4",
  "method": "ωB97M-V with the def2-TZVPD basis set",
  "multiplicity": 1,
  "gap_ev": [8.410, 8.410],
  "total_charge": 2,
  "species": ["C", "C", "C", "N", "N", "N", "N", "H", "H", "H", "H", "H", "H", "H", "H", "H", "H", "H", "H"],
  "positions_angstrom": [[0.051, -0.283, 0.180], [-0.975, 0.512, -0.116], [1.390, 0.254, -0.149], [-2.935, -1.260, 0.322], [1.975, -0.426, -1.202], [-1.733, 1.485, -0.406], [2.378, 0.204, 1.074], [-0.141, -1.243, 0.473], [1.485, 1.275, -0.413], [-2.254, -1.896, 0.025], [-3.550, -1.522, 1.045], [2.391, -0.004, -1.972], [1.307, -1.123, -1.589], [-2.146, 2.061, 0.396], [-1.932, 1.830, -1.330], [-3.273, -0.592, -0.314], [3.363, 0.485, 0.769], [2.246, 0.919, 1.718], [2.353, -0.675, 1.488]],
  "nbo_charge": [-0.291, 0.585, 0.094, -1.053, -0.806, -0.670, -0.677, 0.295, 0.232, 0.374, 0.415, 0.424, 0.401, 0.482, 0.473, 0.372, 0.471, 0.435, 0.442]
}

=====

Which structure is the least stable? The one labeled i.

=====

i.
{
  "formula": "C4H9N2S",
  "method": "ωB97M-V with the def2-TZVPD basis set",
  "multiplicity": 1,
  "gap_ev": 9.182,
  "total_charge": 1,
  "species": ["C", "C", "C", "C", "N", "N", "S", "H", "H", "H", "H", "H", "H", "H", "H", "H"],
  "positions_angstrom": [[4.196, 0.730, 0.108], [0.445, -0.889, -0.179], [-1.926, -1.197, 0.075], [-1.049, 1.102, 0.294], [-0.746, -0.319, 0.076], [2.938, 0.547, 0.046], [2.170, -0.912, -0.181], [4.955, -0.210, 0.051], [4.631, 1.690, 0.333], [0.392, -1.994, -0.297], [-2.678, -0.630, 0.678], [-1.837, -2.364, 0.370], [-2.246, -1.308, -0.952], [-0.095, 1.550, 0.568], [-1.948, 1.187, 0.934], [-1.443, 1.633, -0.659]],
  "nbo_charge": [0.031, -0.018, -0.435, -0.430, -0.303, -0.637, 0.695, 0.171, 0.219, 0.246, 0.238, 0.256, 0.232, 0.246, 0.244, 0.245]
}

=====

ii.
{
  "formula": "C4H9N2S",
  "method": "ωB97M-V with the def2-TZVPD basis set",
  "smiles": "C=[N+](C)C/C=[NH+]/[S-]",
  "multiplicity": 1,
  "gap_ev": [6.278, 6.259],
  "total_charge": 1,
  "species": ["C", "N", "C", "C", "C", "N", "S", "H", "H", "H", "H", "H", "H", "H", "H", "H"],
  "positions_angstrom": [[0.964, -1.476, 0.075], [0.839, -0.203, 0.114], [2.048, 0.532, -0.420], [-0.334, 0.560, 0.360], [-1.533, 0.103, -0.392], [-2.630, 0.265, 0.335], [-4.125, 0.010, -0.099], [1.931, -1.962, 0.093], [0.062, -2.091, 0.064], [2.918, -0.098, -0.533], [1.872, 1.065, -1.453], [2.504, 1.162, 0.332], [-0.012, 1.540, 0.126], [-0.451, 0.228, 1.439], [-1.444, -0.306, -1.329], [-2.609, 0.671, 1.288]],
  "nbo_charge": [0.121, -0.215, -0.460, -0.278, -0.081, -0.551, 0.089, 0.235, 0.228, 0.243, 0.270, 0.248, 0.240, 0.252, 0.227, 0.433]
}

=====

Which structure is the least stable? The one labeled ii.

=====

i.
{
  "formula": "C3H8NO2",
  "method": "ωB97M-V with the def2-TZVPD basis set",
  "multiplicity": 1,
  "gap_ev": 10.375,
  "total_charge": 1,
  "species": ["C", "C", "C", "N", "O", "O", "H", "H", "H", "H", "H", "H", "H", "H"],
  "positions_angstrom": [[0.864, -1.686, -0.736], [0.043, -0.623, -0.157], [-1.006, 0.322, -0.419], [-1.262, 1.143, 0.739], [0.308, -1.600, 0.623], [1.430, 0.802, 0.223], [0.451, -2.414, -1.420], [1.852, -1.487, -0.682], [-1.735, -0.387, -0.707], [-0.712, 1.078, -1.163], [-1.973, 1.835, 0.532], [1.038, 1.527, 0.729], [-1.537, 0.801, 1.646], [2.240, 0.691, 0.792]],
  "nbo_charge": [-0.107, 0.678, -0.325, -0.857, -0.339, -0.874, 0.242, 0.217, 0.252, 0.278, 0.396, 0.525, 0.397, 0.518]
}

=====

ii.
{
  "formula": "C3H8NO2",
  "method": "ωB97M-V with the def2-TZVPD basis set",
  "multiplicity": 1,
  "gap_ev": 10.278,
  "total_charge": 1,
  "species": ["C", "C", "C", "N", "O", "O", "H", "H", "H", "H", "H", "H", "H", "H"],
  "positions_angstrom": [[1.472, 0.031, -0.230], [-0.524, -1.226, 0.991], [0.072, 0.412, 0.030], [-0.703, 0.492, -1.257], [1.954, -0.205, -1.321], [-0.247, 1.449, 0.811], [2.026, 0.025, 0.753], [-0.833, -0.631, 1.781], [-1.350, -1.534, 0.372], [0.287, -1.928, 0.995], [-0.762, -0.577, -1.548], [-1.651, 0.945, -1.081], [-0.112, 1.238, -1.858], [0.372, 1.510, 1.563]],
  "nbo_charge": [0.354, -0.545, 0.321, -0.758, -0.476, -0.676, 0.147, 0.224, 0.200, 0.236, 0.497, 0.472, 0.486, 0.518]
}

=====

iii.
{
  "formula": "C3H8NO2",
  "method": "ωB97M-V with the def2-TZVPD basis set",
  "multiplicity": 1,
  "gap_ev": 9.902,
  "total_charge": 1,
  "species": ["C", "C", "C", "N", "O", "O", "H", "H", "H", "H", "H", "H", "H", "H"],
  "positions_angstrom": [[-2.398, 0.205, -0.001], [-1.739, -0.717, 0.672], [0.441, 1.710, 1.395], [1.352, 1.653, 0.546], [1.847, -0.572, -0.661], [-0.388, 1.657, 2.209], [-1.869, 0.710, -0.757], [-3.392, 0.697, 0.329], [-1.948, -1.285, 1.548], [-0.765, -0.857, 0.222], [2.147, -0.310, -1.603], [1.628, 0.496, -0.061], [1.962, 2.356, 0.234], [0.905, -0.864, -0.830]],
  "nbo_charge": [-0.356, -0.381, 0.980, -0.868, -0.822, -0.329, 0.176, 0.227, 0.229, 0.111, 0.540, 0.494, 0.467, 0.531]
}

=====

iv.
{
  "formula": "C3H8NO2",
  "method": "ωB97M-V with the def2-TZVPD basis set",
  "multiplicity": 1,
  "gap_ev": [8.801, 8.794],
  "total_charge": 1,
  "species": ["C", "C", "C", "N", "O", "O", "H", "H", "H", "H", "H", "H", "H", "H"],
  "positions_angstrom": [[-0.198, -1.051, 1.366], [0.686, 1.019, -1.345], [0.619, -0.389, -0.929], [-0.169, -0.507, 0.207], [-0.996, -0.699, 2.304], [-1.989, 0.416, -0.023], [0.713, -1.600, 1.450], [-0.270, 1.505, -1.407], [1.351, 1.578, -0.674], [1.163, 1.015, -2.284], [1.686, -0.686, -0.858], [0.105, -1.049, -1.669], [-0.692, -0.758, 3.234], [-2.008, 1.207, 0.630]],
  "nbo_charge": [0.505, -0.600, -0.285, -0.056, -0.593, -0.478, 0.224, 0.246, 0.223, 0.246, 0.285, 0.247, 0.553, 0.484]
}

=====

Which structure is the least stable? The one labeled iv.

=====

i.
{
  "formula": "C2H6NO2P",
  "method": "ωB97M-V with the def2-TZVPD basis set",
  "smiles": "NC(=O)[PH2]1CO1",
  "multiplicity": 1,
  "gap_ev": 9.002,
  "total_charge": 0,
  "species": ["N", "C", "O", "P", "C", "O", "H", "H", "H", "H", "H", "H"],
  "positions_angstrom": [[2.059, -0.298, 0.634], [1.226, 0.558, -0.040], [1.497, 1.627, -0.471], [-0.592, -0.235, -0.084], [-1.521, 1.392, -0.309], [-1.393, 0.612, 1.014], [1.670, -0.928, 1.306], [2.893, 0.203, 0.962], [-0.140, -1.182, 0.872], [-1.380, -0.751, -1.050], [-2.436, 1.629, -0.724], [-1.067, 2.294, -0.062]],
  "nbo_charge": [-0.832, 0.490, -0.550, 1.195, -0.472, -0.805, 0.401, 0.398, -0.175, -0.018, 0.181, 0.186]
}

=====

ii.
{
  "formula": "C2H6NO2P",
  "method": "ωB97M-V with the def2-TZVPD basis set",
  "smiles": "N=C=O.CPO",
  "multiplicity": 1,
  "gap_ev": 9.932,
  "total_charge": 0,
  "species": ["N", "C", "O", "H", "C", "P", "O", "H", "H", "H", "H", "H"],
  "positions_angstrom": [[0.943, -2.269, -0.853], [-0.239, -2.350, -0.919], [-1.267, -2.353, -1.431], [1.556, -1.999, -0.140], [0.705, 1.238, 0.922], [-0.922, 0.415, 0.560], [-1.297, 1.154, -0.866], [0.784, 1.040, 2.073], [1.427, 0.838, 0.242], [0.986, 2.270, 0.826], [-1.713, 1.252, 1.205], [-0.960, 0.765, -1.618]],
  "nbo_charge": [-0.766, 0.846, -0.503, 0.413, -0.980, 0.884, -0.975, 0.227, 0.222, 0.235, -0.087, 0.484]
}

=====

iii.
{
  "formula": "C2H6NO2P",
  "method": "ωB97M-V with the def2-TZVPD basis set",
  "multiplicity": 1,
  "gap_ev": [8.070, 7.886],
  "total_charge": 0,
  "species": ["C", "C", "N", "O", "O", "P", "H", "H", "H", "H", "H", "H"],
  "positions_angstrom": [[0.167, -0.906, 0.202], [-0.866, 0.063, -0.149], [-2.199, -0.346, -0.121], [-3.088, 0.490, -0.169], [-2.501, -1.518, 0.068], [-0.586, 1.828, 0.015], [0.982, -0.498, 0.642], [-0.332, -1.554, 0.938], [0.308, -1.603, -0.619], [-1.232, 0.688, -2.202], [-0.584, 1.757, 1.379], [0.890, 1.779, -0.083]],
  "nbo_charge": [-0.713, -0.059, 0.412, -0.385, -0.395, 0.368, 0.233, 0.263, 0.258, 0.074, -0.038, -0.019]
}

=====

iv.
{
  "formula": "C2H6NO2P",
  "method": "ωB97M-V with the def2-TZVPD basis set",
  "smiles": "C[C@H](P)[N+](=O)[O-]",
  "multiplicity": 1,
  "gap_ev": 10.630,
  "total_charge": 0,
  "species": ["C", "C", "P", "N", "O", "O", "H", "H", "H", "H", "H", "H"],
  "positions_angstrom": [[1.433, 0.077, 0.044], [0.082, -0.284, -0.401], [-0.771, 0.976, -1.370], [-0.975, -0.677, 0.957], [-1.843, 0.081, 1.207], [-0.755, -1.646, 1.563], [1.417, 1.138, 0.274], [1.870, -0.520, 0.885], [2.118, 0.002, -0.753], [0.197, -1.144, -1.046], [-1.932, 0.203, -1.190], [-0.843, 1.794, -0.170]],
  "nbo_charge": [-0.655, -0.390, 0.331, 0.555, -0.385, -0.365, 0.208, 0.242, 0.232, 0.225, -0.001, 0.002]
}

=====

Which structure is the least stable? The one labeled iii.

=====

i.
{
  "formula": "CH3O3",
  "method": "ωB97M-V with the def2-TZVPD basis set",
  "multiplicity": 1,
  "gap_ev": 8.911,
  "total_charge": -1,
  "species": ["O", "C", "O", "H", "H", "H", "O"],
  "positions_angstrom": [[0.700, -0.388, 0.040], [-0.042, -0.957, -0.832], [-0.965, -0.465, -1.491], [0.329, -1.914, -1.040], [0.998, 1.105, 1.796], [-0.311, 0.907, 1.327], [0.159, 1.600, 1.826]],
  "nbo_charge": [-0.851, 0.613, -0.760, 0.010, 0.474, 0.498, -0.984]
}

=====

ii.
{
  "formula": "CH3O3",
  "method": "ωB97M-V with the def2-TZVPD basis set",
  "multiplicity": 1,
  "gap_ev": 8.922,
  "total_charge": -1,
  "species": ["O", "H", "O", "C", "O", "H", "H"],
  "positions_angstrom": [[-1.621, 1.199, -0.876], [-1.005, 0.524, -0.520], [0.815, 0.336, 1.126], [0.947, -0.696, 0.430], [0.236, -1.053, -0.558], [1.751, -1.429, 0.692], [-2.174, 1.412, -0.103]],
  "nbo_charge": [-0.988, 0.514, -0.782, 0.618, -0.808, 0.002, 0.444]
}

=====

Which structure is the least stable? The one labeled i.